1.
{"formula": "C19H50B2NO29", "method": "wB97M-V/def2-TZVPD", "elements": ["C", "C", "C", "C", "N", "C", "C", "C", "C", "C", "C", "C", "H", "H", "H", "H", "H", "H", "H", "H", "H", "H", "H", "H", "H", "H", "H", "H", "H", "H", "H", "H", "H", "H", "H", "H", "O", "C", "O", "B", "O", "C", "O", "O", "C", "O", "C", "O", "O", "O", "C", "O", "B", "O", "C", "O", "O", "C", "O", "C", "O", "O", "O", "H", "H", "O", "H", "H", "O", "H", "H", "O", "H", "H", "O", "H", "H", "O", "H", "H", "O", "H", "H", "O", "H", "H", "O", "H", "H", "O", "H", "H", "O", "H", "H", "O", "H", "H", "O", "H", "H"], "coordinates": [[35.69500, 28.11600, 17.31400], [37.15000, 27.45400, 17.13200], [38.23000, 28.27600, 17.74600], [39.62200, 27.53900, 17.74900], [40.74600, 28.25900, 18.57500], [40.33900, 28.05000, 19.98200], [41.03900, 29.17700, 20.67700], [40.61600, 30.45100, 19.76300], [40.78000, 29.78400, 18.37500], [42.02800, 27.52000, 18.37700], [42.72100, 27.59000, 16.88300], [43.82500, 26.56900, 16.78800], [35.51900, 28.30500, 18.46900], [34.87100, 27.40100, 17.11900], [35.67400, 29.14400, 16.89100], [37.28500, 27.35200, 16.07900], [37.18200, 26.52400, 17.72900], [38.07800, 28.73200, 18.85200], [38.27500, 29.07500, 17.25100], [39.66300, 27.47200, 16.73200], [39.41700, 26.45100, 18.06300], [40.57500, 27.05800, 20.47800], [39.16700, 28.06100, 20.24600], [42.15400, 29.02600, 20.89300], [40.43700, 29.41700, 21.74800], [41.32100, 31.29400, 19.93200], [39.54600, 30.65400, 19.73900], [41.72200, 30.06100, 17.92500], [40.00700, 29.97800, 17.56300], [41.81600, 26.37300, 18.60900], [42.86500, 27.89600, 19.30900], [43.30000, 28.57800, 16.84900], [41.95200, 27.43300, 16.21100], [44.22500, 26.63100, 15.80600], [43.60200, 25.48700, 17.03400], [44.69200, 26.79400, 17.30200], [36.45100, 31.88300, 13.62500], [35.35100, 31.62500, 14.00000], [35.08400, 30.93300, 14.94700], [33.54300, 30.79500, 15.01000], [33.04400, 31.48700, 13.74500], [34.12700, 32.03800, 13.21900], [33.98700, 32.71800, 12.22700], [32.93700, 31.32300, 16.22900], [32.56200, 30.35700, 16.86900], [32.39900, 30.49800, 18.10500], [32.59500, 29.12300, 16.15300], [33.08100, 29.31700, 15.00300], [32.16600, 28.12900, 16.60500], [35.06000, 37.22500, 16.61000], [34.94200, 35.97000, 16.60300], [35.52800, 35.29600, 17.34800], [35.70900, 33.93600, 16.72000], [35.01900, 34.04500, 15.47400], [34.63700, 35.24100, 15.46300], [33.98800, 35.52400, 14.45300], [35.03600, 32.79200, 17.54000], [35.99700, 32.17000, 18.02300], [35.95400, 31.41200, 18.96600], [37.21600, 32.47000, 17.36700], [37.10900, 33.46100, 16.61200], [38.34300, 32.05600, 17.81400], [37.70700, 28.58800, 13.06700], [38.28000, 29.30200, 13.31100], [36.92100, 29.01300, 12.96400], [31.00100, 28.32300, 19.20100], [30.38200, 27.94400, 18.62700], [31.61700, 28.58100, 18.65100], [34.95400, 28.25200, 12.93700], [35.25300, 27.54500, 12.39200], [34.14000, 28.23400, 13.37400], [32.49800, 33.94500, 17.62000], [33.15100, 33.31900, 17.29400], [31.60300, 33.47100, 17.47200], [33.01000, 34.54400, 10.60900], [33.22500, 34.01400, 11.33000], [33.83500, 34.81800, 10.08000], [32.35800, 31.59700, 20.61900], [32.67600, 31.06400, 21.30900], [32.51500, 31.29700, 19.72800], [29.97200, 32.64200, 17.17700], [29.81800, 31.73500, 17.36900], [29.52200, 32.91400, 16.46100], [32.29200, 25.99600, 14.10800], [33.26000, 26.22300, 14.66300], [31.70000, 26.83100, 13.97300], [39.17100, 30.73700, 13.86700], [40.04000, 30.34400, 14.29400], [38.54000, 31.05400, 14.32600], [37.51100, 34.67300, 13.66100], [36.89600, 33.90600, 13.80600], [37.20800, 35.24400, 13.03100], [30.43200, 28.02300, 13.19700], [30.57300, 27.89700, 12.34300], [30.61600, 29.03900, 13.48200], [30.41300, 30.76500, 13.91000], [29.74700, 31.60700, 13.89300], [31.27400, 31.33600, 13.75600], [29.55600, 27.38400, 16.87000], [29.38800, 28.26600, 16.83400], [30.31500, 27.13100, 16.09800]], "lowdin_charge": [-0.0502, -0.2115, -0.2142, -0.0747, -0.2230, -0.2177, -0.1698, -0.0934, -0.0809, -0.1158, -0.1899, -0.1284, 0.1155, 0.0706, 0.0716, 0.1015, 0.1113, 0.1617, 0.0113, 0.0886, 0.1612, 0.1479, 0.1765, 0.1119, 0.1765, 0.1283, 0.1048, 0.1139, 0.1327, 0.1531, 0.1994, 0.1328, 0.0690, 0.0663, 0.1051, 0.0442, 0.1687, -0.5328, 0.2938, -0.6501, 0.1858, -0.3182, 0.1571, 0.3030, -0.4204, 0.1233, -0.5075, 0.2389, 0.1680, 0.1117, -0.5319, 0.3517, -0.7197, 0.2747, -0.4507, 0.1525, 0.2435, -0.5171, 0.1519, -0.3991, 0.3088, 0.0590, -0.0298, -0.0370, -0.0619, 0.0183, -0.0316, -0.1058, 0.0035, 0.0443, -0.0154, -0.0587, -0.0129, 0.0402, -0.0837, -0.0750, 0.0788, -0.0406, -0.0050, -0.0233, 0.0407, 0.0471, -0.0130, -0.2105, 0.1441, 0.0060, 0.0046, 0.1373, -0.0989, -0.0183, 0.0325, -0.0193, -0.0508, -0.0444, 0.0901, -0.1360, 0.1423, 0.0805, -0.0826, -0.0409, 0.1537], "e_homo_ev": -7.09, "charge": -1, "molar_mass_g_mol": 778.21, "total_energy_ev": -82735.657, "orbital_gap_ev": 7.89, "max_force_ha_per_bohr": 0.261}



2.
{"formula": "C19H50Br2N3O7P2", "method": "wB97M-V/def2-TZVPD", "elements": ["C", "C", "O", "O", "C", "C", "C", "C", "C", "C", "P", "C", "N", "C", "C", "C", "C", "N", "C", "Br", "C", "C", "Br", "P", "N", "O", "O", "H", "H", "H", "H", "H", "H", "H", "H", "H", "H", "H", "H", "H", "H", "H", "H", "H", "H", "H", "H", "H", "H", "H", "H", "H", "H", "H", "H", "H", "H", "H", "H", "H", "H", "H", "H", "H", "H", "C", "O", "H", "H", "H", "H", "C", "O", "H", "H", "H", "H", "C", "O", "H", "H", "H", "H"], "coordinates": [[0.49752, -5.66076, 2.62816], [-0.22893, -6.03200, 1.37161], [0.14207, -6.85484, 0.57990], [-1.41135, -5.37698, 1.23474], [-1.30955, -4.15531, 0.46080], [-2.58603, -3.35400, 0.67177], [-2.50690, -2.23810, 1.73389], [-2.48302, -0.83390, 1.11933], [-1.11079, -0.46165, 0.55061], [-1.12562, 0.73555, -0.39929], [0.58892, 1.55463, -0.63171], [1.33602, -0.02471, -1.50425], [2.34289, -0.65545, -0.67097], [0.29515, 3.17161, 0.37991], [-0.77944, 3.22423, 1.46225], [-0.63427, 2.30440, 2.69014], [0.77863, 2.07284, 3.23486], [1.26082, 3.10903, 4.16815], [0.08576, 2.41820, -2.33247], [-1.51479, 3.56178, -2.20051], [-0.01880, 1.55141, -3.61140], [0.56874, 2.29266, -4.80923], [-1.86532, 1.04604, -4.11203], [2.83972, 2.41161, -0.94495], [3.65872, 1.82430, -2.15013], [2.83601, 4.06735, -0.97930], [3.69696, 2.15238, 0.46741], [1.47782, -6.13411, 2.63790], [-0.09403, -5.97971, 3.48826], [0.61882, -4.57772, 2.68504], [-1.14170, -4.41411, -0.58696], [-0.44071, -3.58813, 0.81514], [-2.87113, -2.92645, -0.29493], [-3.37425, -4.06602, 0.93427], [-1.58737, -2.37431, 2.31466], [-3.34658, -2.33656, 2.42352], [-3.22291, -0.78532, 0.31169], [-2.77302, -0.10403, 1.88423], [-0.72439, -1.33935, 0.01202], [-0.42496, -0.30044, 1.39020], [-1.92829, 1.42522, -0.13281], [-1.41617, 0.34903, -1.38362], [1.09059, 0.97367, 0.60933], [0.54407, -0.74937, -1.73330], [1.84269, 0.19134, -2.44035], [1.98885, -0.84348, 0.25665], [3.17468, -0.08712, -0.62462], [1.25458, 3.32813, 0.89169], [0.20362, 4.06047, -0.24753], [-1.78386, 3.09136, 1.04779], [-0.79094, 4.25645, 1.84524], [-1.15353, 1.35283, 2.54262], [-1.18523, 2.79467, 3.50627], [1.51448, 2.01439, 2.43667], [0.78781, 1.12180, 3.77513], [1.35602, 3.98842, 3.67499], [0.57986, 3.25147, 4.90365], [0.83757, 3.17702, -2.55980], [0.44257, 0.58042, -3.54563], [1.60009, 2.56861, -4.57079], [0.57091, 1.66604, -5.70223], [-0.01011, 3.19463, -5.02627], [4.05756, 2.50244, -2.78664], [3.74847, 4.37911, -1.04695], [3.82985, 2.96683, 0.96607], [-4.43192, 2.95142, -7.17668], [-3.07523, 2.55353, -7.10618], [-4.61270, 3.29921, -8.19244], [-5.11474, 2.12085, -6.97012], [-4.65516, 3.77065, -6.48601], [-2.90334, 2.24347, -6.20879], [-2.97812, -4.87663, 4.45714], [-2.75867, -3.49699, 4.72888], [-2.85327, -5.01795, 3.38602], [-2.25011, -5.50454, 4.98042], [-3.98763, -5.18757, 4.74160], [-2.85866, -3.35459, 5.67266], [6.13742, -0.88969, 0.74738], [5.65870, -0.43458, -0.50124], [6.58372, -1.86911, 0.58166], [6.90318, -0.22602, 1.16537], [5.33114, -0.99698, 1.48118], [5.26059, 0.43710, -0.37875]], "lowdin_charge": [0.0218, -0.5439, 0.1300, -0.0591, -0.1635, -0.1610, -0.2038, -0.2154, -0.2720, -0.3157, 0.6029, -0.4217, -0.0350, -0.3837, -0.2554, -0.1992, -0.2909, -0.0155, -0.7596, 0.6442, -0.7727, -0.1610, 0.6607, 0.5278, -0.2084, -0.2525, -0.2584, 0.0872, 0.0808, 0.0891, 0.1297, 0.1181, 0.1134, 0.1112, 0.1086, 0.0948, 0.1116, 0.1021, 0.0950, 0.0863, 0.0505, 0.0352, 0.0014, 0.0723, 0.0407, 0.0420, -0.0098, 0.0317, 0.0244, 0.0810, 0.0995, 0.0737, 0.0987, 0.0689, 0.1042, 0.0530, 0.0482, 0.0209, 0.0384, 0.0753, 0.0697, 0.0703, -0.0397, 0.0499, 0.0438, -0.1775, -0.1480, 0.0709, 0.0727, 0.0745, -0.0284, -0.1505, -0.1249, 0.0621, 0.0719, 0.0765, 0.0720, -0.1802, -0.1394, 0.0704, 0.0689, 0.0734, 0.0247], "e_homo_ev": -4.34, "charge": -1, "molar_mass_g_mol": 654.38, "total_energy_ev": -197978.737, "orbital_gap_ev": 6.49, "max_force_ha_per_bohr": 0.028}



3.
{"formula": "C19H51BClNO8PS", "method": "wB97M-V/def2-TZVPD", "elements": ["C", "C", "O", "N", "C", "P", "S", "Cl", "C", "B", "O", "O", "H", "H", "H", "H", "H", "H", "H", "H", "H", "H", "H", "C", "C", "C", "O", "H", "H", "H", "H", "H", "H", "H", "H", "C", "C", "C", "O", "H", "H", "H", "H", "H", "H", "H", "H", "C", "C", "C", "O", "H", "H", "H", "H", "H", "H", "H", "H", "C", "C", "C", "O", "H", "H", "H", "H", "H", "H", "H", "H", "C", "C", "C", "O", "H", "H", "H", "H", "H", "H", "H", "H"], "coordinates": [[1.97480, -0.78606, 4.41792], [2.38382, -1.17465, 3.01829], [3.02537, -2.15858, 2.80571], [2.02074, -0.32045, 1.89875], [2.38127, -0.90817, 0.57115], [0.60284, 0.55036, 1.97697], [0.72927, 2.20181, 3.17997], [0.25068, 1.18113, 0.13649], [-0.86272, -0.31894, 2.48767], [-1.07218, -1.77462, 1.78571], [-2.18430, -1.99748, 1.05108], [-0.10977, -2.73620, 1.81429], [2.71339, -1.23260, 5.08393], [1.00730, -1.22939, 4.67280], [1.95059, 0.28612, 4.58789], [2.53983, -0.11259, -0.15004], [3.31229, -1.44669, 0.69512], [1.61404, -1.58862, 0.20387], [1.60177, 2.82387, 2.36724], [-0.87348, -0.36470, 3.58320], [-1.67774, 0.35354, 2.19614], [-2.88701, -1.36454, 1.24270], [0.39788, -2.86702, 2.61782], [-1.76044, 2.77571, -3.44295], [-0.52878, 3.63997, -3.64281], [0.67489, 2.83066, -4.09530], [-0.22160, 4.36476, -2.44655], [-1.57119, 2.02184, -2.66865], [-2.61447, 3.37359, -3.12886], [-2.03452, 2.25195, -4.35892], [-0.74356, 4.41301, -4.38246], [0.92652, 2.07649, -3.33988], [1.54239, 3.47592, -4.23390], [0.47313, 2.30941, -5.03172], [-0.02662, 3.70779, -1.77062], [-5.11999, 5.27809, -1.91932], [-5.42343, 4.79063, -3.32700], [-6.81780, 5.18773, -3.77992], [-5.24109, 3.37598, -3.42416], [-5.82458, 4.83615, -1.20850], [-4.10988, 4.99251, -1.62287], [-5.20702, 6.36287, -1.85051], [-4.68681, 5.20564, -4.01855], [-7.56905, 4.74408, -3.12005], [-7.00580, 4.83531, -4.79352], [-6.94614, 6.27035, -3.75764], [-5.88114, 2.95567, -2.83831], [4.25666, 1.34215, -3.76447], [4.23512, 0.55101, -2.46814], [5.63369, 0.29186, -1.93343], [3.51664, -0.67551, -2.63233], [4.79479, 0.78292, -4.53442], [3.24409, 1.52305, -4.12308], [4.75769, 2.30179, -3.63309], [3.66027, 1.10708, -1.71968], [6.20750, -0.29664, -2.65378], [5.59528, -0.26773, -0.99786], [6.16903, 1.22574, -1.75937], [3.98504, -1.19623, -3.29542], [-7.59426, -3.18064, 0.89789], [-6.22945, -2.55540, 0.68207], [-5.13934, -3.57398, 0.40291], [-5.84570, -1.74840, 1.80885], [-7.56867, -3.85890, 1.75569], [-8.34304, -2.41379, 1.09337], [-7.90265, -3.75455, 0.02388], [-6.28078, -1.84817, -0.14834], [-5.02814, -4.25724, 1.24969], [-4.20635, -3.03262, 0.27252], [-5.33967, -4.16628, -0.48980], [-5.82685, -2.32836, 2.57942], [7.61645, -3.97399, 3.91951], [6.30819, -4.20551, 4.65635], [5.35800, -5.08930, 3.86720], [5.68001, -2.95862, 4.97087], [7.42687, -3.47711, 2.96305], [8.28011, -3.33999, 4.50669], [8.12594, -4.91606, 3.71466], [6.51506, -4.66272, 5.62541], [5.10435, -4.60714, 2.91820], [4.43296, -5.24590, 4.42232], [5.80045, -6.06139, 3.64756], [5.47902, -2.52504, 4.13335]], "lowdin_charge": [0.0056, -0.4980, 0.1248, -0.2241, -0.0748, 0.2264, 0.6353, 0.5421, -0.2092, -0.7033, 0.1998, 0.1931, 0.1064, 0.0946, 0.0388, 0.0366, 0.0990, 0.0972, -0.1156, 0.0946, 0.0924, 0.1083, 0.1060, -0.0488, -0.4909, -0.0670, -0.0542, 0.0684, 0.0596, 0.0903, 0.1423, 0.0665, 0.0814, 0.0880, 0.0496, -0.0612, -0.5071, -0.0600, -0.0651, 0.0815, 0.0686, 0.0822, 0.1368, 0.0822, 0.0811, 0.0821, 0.0869, -0.0484, -0.5127, -0.0538, -0.0617, 0.0893, 0.0579, 0.0882, 0.1182, 0.0876, 0.0719, 0.0847, 0.0934, -0.0571, -0.4974, -0.0538, -0.0682, 0.0838, 0.0817, 0.0843, 0.1370, 0.0884, 0.0511, 0.0873, 0.0853, -0.0604, -0.4988, -0.0621, -0.0669, 0.0797, 0.0805, 0.0824, 0.1387, 0.0755, 0.0783, 0.0819, 0.0653], "e_homo_ev": -11.89, "charge": 1, "molar_mass_g_mol": 530.92, "total_energy_ev": -71720.842, "orbital_gap_ev": 8.44, "max_force_ha_per_bohr": 0.016}